w:
Density functional theory data (ωB97M-V/def2-TZVPD) for the molecule C8H19NO.

Summary:
Structure (SMILES) ... CNCC(C)(C)C(C)(C)O
Spin multiplicity ... 1
Kohn-Sham gap ... 0.3360 Eh

Last columns: bonded neighbours and bond lengths (Å).
Geometry (Å):
1 C -2.50626 2.43016 0.76379  N2 1.440, H11 1.092, H12 1.094, H13 1.102
2 N -1.69506 1.66890 -0.15112  C1 1.440, C3 1.561, H14 1.014
3 C -1.02611 0.36643 0.38926  N2 1.561, C4 1.499, H15 1.097, H16 1.089
4 C 0.21556 0.12376 -0.41467  C3 1.499, C5 1.528, C6 1.521, C7 1.717
5 C -0.07400 0.02706 -1.91160  C4 1.528, H17 1.089, H18 1.088, H19 1.090
6 C 1.27071 1.18710 -0.14884  C4 1.521, H20 1.089, H21 1.087, H22 1.088
7 C 0.68943 -1.41756 0.17383  C4 1.717, C8 1.527, C9 1.531, O10 1.417
8 C 0.64360 -1.57821 1.69197  C7 1.527, H23 1.090, H24 1.086, H25 1.086
9 C 2.11464 -1.70346 -0.30593  C7 1.531, H26 1.086, H27 1.089, H28 1.091
10 O -0.19424 -2.40244 -0.33432  C7 1.417, H29 0.963
11 H -1.97911 2.56710 1.71028  C1 1.092
12 H -2.69985 3.42148 0.34355  C1 1.094
13 H -3.47468 1.95450 0.98881  C1 1.102
14 H -2.13754 1.54385 -1.05530  N2 1.014
15 H -1.74591 -0.45722 0.30532  C3 1.097
16 H -0.79302 0.58455 1.43034  C3 1.089
17 H -0.97255 -0.55700 -2.10358  C5 1.089
18 H -0.21775 1.02445 -2.32139  C5 1.088
19 H 0.76464 -0.41811 -2.44665  C5 1.090
20 H 0.83000 2.16488 -0.33726  C6 1.089
21 H 1.60455 1.16721 0.88544  C6 1.087
22 H 2.13233 1.05364 -0.79970  C6 1.088
23 H 1.11901 -2.51922 1.96823  C8 1.090
24 H 1.15923 -0.76164 2.18886  C8 1.086
25 H -0.38432 -1.63313 2.03836  C8 1.086
26 H 2.83029 -1.07371 0.21476  C9 1.086
27 H 2.22740 -1.54410 -1.37709  C9 1.089
28 H 2.36076 -2.74622 -0.09980  C9 1.091
29 H -0.06177 -2.47306 -1.28556  O10 0.963

x:
Density functional theory data (ωB97M-V/def2-TZVPD) for the molecule C8H19NO.

Summary:
Structure (SMILES) ... CC(C)C(C)(C)[C@@H](C)ON
Spin multiplicity ... 1
Kohn-Sham gap ... 0.3847 Eh

Last columns: bonded neighbours and bond lengths (Å).
Geometry (Å):
1 C -2.42076 -0.19162 1.20459  C2 1.529, H11 1.089, H12 1.088, H13 1.086
2 C -1.33179 -0.59872 0.21092  C1 1.529, C3 1.529, C4 1.619, H14 1.096
3 C -1.98702 -0.71209 -1.16612  C2 1.529, H15 1.090, H16 1.088, H17 1.084
4 C -0.06386 0.40815 0.24058  C2 1.619, C5 1.526, C6 1.532, C7 1.532
5 C -0.20438 1.54988 -0.76215  C4 1.526, H18 1.087, H19 1.085, H20 1.088
6 C 0.12315 1.00939 1.63719  C4 1.532, H21 1.086, H22 1.088, H23 1.089
7 C 1.17423 -0.44899 -0.04248  C4 1.532, C8 1.522, O9 1.492, H24 1.100
8 C 1.25262 -1.24351 -1.33862  C7 1.522, H25 1.087, H26 1.089, H27 1.085
9 O 2.31507 0.51201 -0.04818  C7 1.492, N10 1.424
10 N 3.54560 -0.12643 0.27576  O9 1.424, H28 1.019, H29 1.021
11 H -3.28216 -0.84784 1.08494  C1 1.089
12 H -2.75159 0.82859 1.02222  C1 1.088
13 H -2.08833 -0.27583 2.23492  C1 1.086
14 H -0.97478 -1.59180 0.50521  C2 1.096
15 H -2.73336 -1.50609 -1.14794  C3 1.090
16 H -2.49723 0.21376 -1.42150  C3 1.088
17 H -1.27688 -0.94409 -1.95154  C3 1.084
18 H 0.65441 2.20939 -0.66687  C5 1.087
19 H -0.23645 1.19221 -1.78599  C5 1.085
20 H -1.10657 2.12143 -0.55579  C5 1.088
21 H -0.67083 1.71192 1.87246  C6 1.086
22 H 0.14542 0.23338 2.39942  C6 1.088
23 H 1.08361 1.52147 1.66767  C6 1.089
24 H 1.32074 -1.14037 0.79981  C7 1.100
25 H 1.00468 -0.62923 -2.19986  C8 1.087
26 H 2.28340 -1.57779 -1.44671  C8 1.089
27 H 0.59608 -2.10723 -1.30622  C8 1.085
28 H 4.22372 0.12187 -0.44303  N10 1.019
29 H 3.90328 0.30820 1.12732  N10 1.021

Energies relative to the most stable structure are w 0.0000; x 0.0373, reported in hartree.

w:
Density functional theory data (ωB97M-V/def2-TZVPD) for a cluster of 3 separate species, CH7NO in total.

Summary:
Spin multiplicity ... 1
Kohn-Sham gap ... 0.1828 Eh

Last columns: bonded neighbours and bond lengths (Å).
Geometry (Å):
1 O 0.40293 -0.31359 2.09470  H2 1.006
2 H 0.43559 -1.24449 2.47539  O1 1.006
3 C 0.18763 0.14498 -0.39581  N4 1.439, H6 1.150
4 N -0.02360 1.42982 0.21629  C3 1.439, H8 1.025, H9 1.020, H10 1.000
5 H -0.76815 -1.98699 -2.20587  H7 0.767
6 H 0.26802 -0.65315 -1.21976  C3 1.150
7 H -0.45325 -2.68603 -2.18339  H5 0.767
8 H 0.81540 1.47447 0.80394  N4 1.025
9 H -0.85109 1.59819 0.78865  N4 1.020
10 H -0.01350 2.23680 -0.37414  N4 1.000

x:
Density functional theory data (ωB97M-V/def2-TZVPD) for a cluster of 2 separate species, CH7NO in total.

Summary:
Structure (SMILES) ... CN.O
Spin multiplicity ... 1
Kohn-Sham gap ... 0.3664 Eh

Last columns: bonded neighbours and bond lengths (Å).
Geometry (Å):
1 C -0.36763 -2.83150 2.99389  N2 1.482, H3 1.088, H4 1.087, H5 1.089
2 N -0.04136 -1.69024 2.10663  C1 1.482, H6 1.000, H7 1.001
3 H -0.87202 -3.62122 2.44150  C1 1.088
4 H -0.90258 -2.39133 3.83184  C1 1.087
5 H 0.55804 -3.23018 3.40674  C1 1.089
6 H 0.80357 -1.78581 1.58027  N2 1.000
7 H -0.86944 -1.30970 1.69265  N2 1.001
8 O 0.32181 4.21918 -4.54444  H9 0.966, H10 0.959
9 H 0.11812 3.51977 -5.17912  O8 0.966
10 H 1.07622 3.87753 -4.06063  O8 0.959

Energies relative to the most stable structure are w 0.3842; x 0.0000, reported in hartree.